The following is a quantum chemistry calculation of a molecular structure, C13H27F3SiTl at a distorted geometry, from the Open Molecules 2025 dataset.

Element x y z (Å)
Tl: 1.804 2.054 -0.365
C: -1.920 -0.618 2.239
C: -0.630 0.138 1.876
C: 0.502 -0.318 2.807
C: -0.828 1.642 2.127
Si: -0.208 -0.237 0.042
C: -1.458 0.299 -1.312
C: -2.300 1.495 -0.845
C: -0.754 0.736 -2.608
C: -2.388 -0.891 -1.608
C: 0.994 -1.683 -0.343
C: 2.367 -1.484 0.322
C: 0.358 -2.988 0.169
C: 1.249 -1.802 -1.852
H: -2.144 -0.467 3.298
H: -1.820 -1.694 2.075
H: -2.778 -0.259 1.669
H: 0.224 -0.096 3.841
H: 1.433 0.213 2.596
H: 0.679 -1.391 2.750
H: -1.049 1.799 3.186
H: -1.654 2.062 1.561
H: 0.076 2.213 1.897
H: -1.677 2.369 -0.645
H: -2.891 1.264 0.041
H: -3.004 1.765 -1.636
H: -0.096 1.592 -2.441
H: -1.509 1.044 -3.335
H: -0.175 -0.061 -3.066
H: -2.910 -1.232 -0.710
H: -1.847 -1.736 -2.037
H: -3.147 -0.587 -2.333
H: 2.312 -1.450 1.406
H: 2.858 -0.574 -0.030
H: 3.013 -2.325 0.058
H: 0.247 -2.989 1.254
H: 1.000 -3.832 -0.096
H: -0.621 -3.166 -0.282
H: 1.721 -0.901 -2.250
H: 0.337 -2.008 -2.411
H: 1.929 -2.638 -2.033
F: 4.039 3.828 -1.890
C: 3.434 3.911 -0.695
F: 2.834 5.110 -0.632
F: 4.395 3.893 0.243

Forces on atoms 1 to 2 (eV/Å):
Tl 0.4 0.5 -0.1
C 0.0 -0.1 -0.2

LUMO energy in eV: -4.4
ΔE to the lowest compared entry with this formula, charge and spin in eV: 0.373
HOMO in eV: -12.2
HOMO-LUMO gap in eV: 7.8
Charge: +1

Löwdin atomic charge list, values in e, 6 entries: 1.182, -0.068, -0.634, -0.091, -0.104, 0.903



The following is a quantum chemistry calculation of 2 unconnected molecules or ions with the total composition C13H27INO, from the Open Molecules 2025 dataset.

Element x y z (Å)
C: 1.173 1.332 2.671
C: 0.985 -0.185 2.706
C: 0.527 -0.938 1.430
I: 0.903 0.174 -0.397
C: -0.911 -1.505 1.425
C: -1.326 -2.122 2.768
C: -2.275 -1.242 3.612
C: -2.233 0.259 3.329
N: -2.208 0.609 1.861
C: -3.457 1.320 1.446
C: -2.012 -0.576 0.969
H: 0.326 1.879 2.260
H: 2.067 1.623 2.131
H: 1.300 1.678 3.696
H: 0.333 -0.410 3.541
H: 1.950 -0.604 2.973
H: 1.188 -1.785 1.314
H: -0.922 -2.302 0.685
H: -1.836 -3.060 2.576
H: -0.451 -2.379 3.356
H: -3.306 -1.574 3.541
H: -1.984 -1.345 4.653
H: -3.126 0.714 3.742
H: -1.396 0.751 3.806
H: -1.447 1.259 1.655
H: -4.298 0.643 1.529
H: -3.626 2.179 2.087
H: -3.344 1.673 0.428
H: -2.949 -1.129 0.971
H: -1.867 -0.209 -0.039
C: 3.012 0.252 -4.144
C: 2.862 1.451 -5.075
C: 2.690 0.769 -6.425
O: 2.032 -0.474 -6.164
C: 2.041 -0.743 -4.765
H: 2.779 0.472 -3.102
H: 4.032 -0.135 -4.190
H: 1.962 2.016 -4.820
H: 3.710 2.134 -5.052
H: 3.658 0.563 -6.893
H: 2.086 1.351 -7.122
H: 1.025 -0.603 -4.374
H: 2.331 -1.782 -4.602

Forces on atoms 1 to 2 (eV/Å):
C -0.1 -0.2 0.4
C 0.4 0.3 -0.4

LUMO energy in eV: -2.7
HOMO in eV: -11.1
HOMO-LUMO gap in eV: 8.4
Charge: +1

Löwdin atomic charge list, values in e, 6 entries: -0.153, -0.280, -0.615, 0.982, -0.352, -0.134



The following is a quantum chemistry calculation of a molecular structure, C13H27InO13 at a distorted geometry, from the Open Molecules 2025 dataset.

Element x y z (Å)
In: -0.338 0.027 -0.182
C: -2.237 2.430 -1.432
O: -1.566 1.258 -0.963
H: -2.192 2.548 -2.515
H: -3.304 2.359 -1.222
H: -1.850 3.340 -0.972
C: -3.071 -2.626 1.314
O: -3.675 -1.344 1.295
C: -3.038 -0.162 1.139
O: -1.897 -0.053 0.706
O: -3.951 0.776 1.381
C: -3.670 2.104 1.177
H: -3.136 -2.869 2.375
H: -2.001 -2.582 1.114
H: -3.565 -3.350 0.666
H: -4.620 2.625 1.054
H: -3.035 2.255 0.304
H: -3.137 2.466 2.056
C: 3.138 -1.858 -3.009
O: 2.332 -0.885 -2.330
C: 2.124 -1.020 -0.993
O: 1.371 -0.217 -0.420
O: 2.747 -2.122 -0.441
C: 2.451 -2.608 0.850
H: 4.208 -1.758 -2.831
H: 2.965 -1.755 -4.080
H: 2.912 -2.887 -2.728
H: 2.163 -1.851 1.580
H: 3.396 -2.978 1.247
H: 1.762 -3.453 0.830
C: 2.201 0.439 -3.810
O: 1.903 1.753 -3.331
C: 1.093 1.899 -2.186
O: 0.550 0.998 -1.508
O: 1.048 3.164 -1.960
C: 0.172 3.735 -0.959
H: 3.278 0.285 -3.748
H: 2.035 0.411 -4.887
H: 1.712 -0.461 -3.440
H: -0.300 4.567 -1.483
H: 0.773 4.177 -0.164
H: -0.597 3.058 -0.589
C: -1.743 -1.729 3.121
O: -0.405 -1.611 3.504
C: 0.439 -0.906 2.722
O: 0.139 -0.353 1.600
O: 1.668 -0.784 3.258
C: 2.565 0.093 2.563
H: -1.938 -2.784 3.316
H: -1.953 -1.529 2.070
H: -2.390 -1.161 3.790
H: 2.267 1.134 2.691
H: 2.623 -0.148 1.502
H: 3.570 -0.059 2.957

Forces on atoms 1 to 2 (eV/Å):
In -6.8 1.0 -2.5
C -0.7 -1.4 -0.9

LUMO energy in eV: -6.9
ΔE to the lowest compared entry with this formula, charge and spin in eV: 9.394
HOMO in eV: -14.6
HOMO-LUMO gap in eV: 7.7
Charge: +2

Löwdin atomic charge list, values in e, 6 entries: 0.794, -0.168, -0.316, 0.115, 0.085, 0.058



The following is a quantum chemistry calculation of a molecular structure, C13H27N2O11P2SiTa, from the Open Molecules 2025 dataset.

Element x y z (Å)
Ta: 0.796 0.223 -0.870
C: 4.305 0.210 2.280
C: 3.712 -0.694 1.206
O: 4.276 -1.998 1.173
P: 4.051 -0.047 -0.518
O: 4.701 1.364 -0.475
O: 5.041 -1.032 -1.180
O: 2.762 0.146 -1.329
P: 1.896 -0.868 1.339
O: 1.589 -1.380 2.761
O: 1.315 0.559 1.030
O: 1.416 -1.663 0.139
H: 5.385 0.299 2.154
H: 4.105 -0.223 3.262
H: 3.863 1.206 2.249
H: 4.570 -2.261 2.057
H: 5.667 1.444 -0.452
H: 5.123 -1.901 -0.744
H: 0.629 -1.434 2.958
C: -1.715 -4.249 1.050
C: -2.834 -3.314 1.495
C: -2.911 -2.011 0.669
C: -4.102 -1.140 1.152
C: -4.256 0.186 0.416
C: -3.175 -2.406 -0.779
O: -4.104 -3.053 -1.140
N: -2.197 -2.010 -1.760
C: -1.234 -1.168 -1.454
O: -0.288 -0.806 -2.274
N: -1.073 -0.606 -0.251
C: -1.641 -1.210 0.879
O: -1.110 -1.069 1.955
H: -1.679 -5.127 1.692
H: -0.735 -3.766 1.100
H: -1.870 -4.608 0.030
H: -2.708 -3.027 2.538
H: -3.801 -3.808 1.403
H: -3.963 -0.974 2.221
H: -4.996 -1.751 1.027
H: -3.403 0.848 0.584
H: -5.143 0.706 0.771
H: -4.381 0.041 -0.660
H: -2.280 -2.388 -2.698
C: 1.774 4.361 -1.742
Si: 0.083 3.621 -1.714
C: -0.746 3.515 -3.358
C: -1.005 4.201 -0.339
O: 0.405 1.917 -1.300
H: 1.701 5.430 -1.958
H: 2.399 3.916 -2.517
H: 2.275 4.260 -0.777
H: -0.952 4.524 -3.725
H: -1.700 2.989 -3.304
H: -0.112 3.024 -4.099
H: -1.308 5.235 -0.517
H: -0.501 4.164 0.628
H: -1.917 3.604 -0.283

Forces on atoms 1 to 2 (eV/Å):
Ta 0.0 0.0 0.0
C 0.0 0.0 0.0

LUMO energy in eV: -7.3
HOMO in eV: -16.3
HOMO-LUMO gap in eV: 9.1
Charge: +2

Löwdin atomic charge list, values in e, 6 entries: 1.936, -0.029, -0.555, -0.036, 0.593, -0.028



The following is a quantum chemistry calculation of a molecular structure, C13H28AsF6N3O2PtSSb, from the Open Molecules 2025 dataset.

Element x y z (Å)
Pt: 0.924 0.685 -0.444
C: -4.376 -1.834 0.056
C: -3.359 -2.717 0.766
C: -1.902 -2.409 0.405
S: -1.422 -0.773 1.010
O: 0.164 -0.764 0.611
C: -1.383 -0.864 2.811
C: -0.410 -1.801 3.520
C: -0.706 -3.297 3.453
H: -5.382 -2.061 0.404
H: -4.363 -2.011 -1.022
H: -4.212 -0.768 0.246
H: -3.505 -3.762 0.481
H: -3.496 -2.693 1.849
H: -1.768 -2.329 -0.677
H: -1.202 -3.130 0.817
H: -2.429 -1.097 3.051
H: -1.231 0.180 3.099
H: -0.455 -1.476 4.563
H: 0.611 -1.590 3.190
H: -1.771 -3.503 3.574
H: -0.194 -3.807 4.267
H: -0.360 -3.761 2.530
N: 6.177 -0.570 -0.873
C: 5.122 -0.432 -0.098
C: 3.836 -0.047 -0.616
N: 2.812 0.072 0.232
C: 3.004 -0.164 1.534
C: 4.296 -0.541 2.020
N: 5.309 -0.666 1.225
H: 6.171 -0.424 -1.881
H: 7.066 -0.840 -0.441
H: 3.678 0.162 -1.667
H: 2.160 -0.060 2.204
H: 4.440 -0.725 3.081
C: -2.861 2.600 -1.754
As: -1.540 1.650 -2.746
C: -0.324 2.755 -3.719
C: -2.271 0.240 -3.795
O: -0.637 0.687 -1.479
H: -3.442 3.155 -2.498
H: -2.392 3.299 -1.065
H: -3.512 1.893 -1.242
H: -0.747 2.880 -4.719
H: 0.642 2.261 -3.807
H: -0.234 3.725 -3.234
H: -2.925 0.706 -4.537
H: -2.862 -0.415 -3.156
H: -1.475 -0.301 -4.305
F: 1.858 2.188 -1.468
Sb: 1.903 3.867 -0.176
F: 3.542 3.124 0.260
F: 1.284 2.000 0.956
F: 1.701 4.842 1.350
F: 0.079 3.741 -0.558
F: 2.373 4.922 -1.587

Forces on atoms 1 to 2 (eV/Å):
Pt -0.2 0.2 0.0
C 0.0 0.0 0.0

LUMO energy (alpha / beta) in eV: -16.3 / -16.3
ΔE to the lowest compared entry with this formula, charge and spin in eV: 0.527
2S+1: 2
HOMO (alpha / beta) in eV: -21.8 / -21.8
HOMO-LUMO gap (alpha / beta) in eV: 5.5 / 5.5
Charge: +4

Löwdin atomic charge list, values in e, 6 entries: 1.634, -0.081, -0.256, -0.294, 1.110, -0.627



The following is a quantum chemistry calculation of 2 unconnected molecules or ions with the total composition C13H28BN2O5S at a distorted geometry, from the Open Molecules 2025 dataset.

Element x y z (Å)
N: -1.914 1.069 1.060
B: -1.998 1.658 -0.277
O: -0.854 2.260 -0.748
C: -3.324 1.671 -1.148
C: -3.800 0.290 -1.622
C: -4.245 -0.623 -0.510
O: -5.117 -0.004 0.475
S: -5.788 1.366 0.049
O: -6.398 1.891 1.217
O: -6.651 1.226 -1.071
C: -4.435 2.450 -0.358
H: -2.722 1.306 1.621
H: -1.772 0.072 1.030
H: -0.707 2.060 -1.675
H: -3.126 2.248 -2.048
H: -2.961 -0.187 -2.124
H: -4.565 0.409 -2.377
H: -3.426 -1.090 0.019
H: -4.813 -1.432 -0.955
H: -4.838 3.273 -0.923
H: -4.009 2.838 0.558
C: 3.042 -0.028 2.304
C: 2.015 -0.875 1.514
C: 2.546 -2.304 1.331
C: 3.705 -2.408 0.340
C: 3.358 -1.787 -1.012
C: 2.828 -0.347 -0.926
N: 1.735 -0.290 0.132
O: 0.690 -0.698 -0.315
C: 3.965 0.642 -0.599
C: 2.299 0.095 -2.288
C: 0.758 -0.855 2.374
H: 2.875 -0.142 3.371
H: 4.072 -0.326 2.128
H: 2.946 1.035 2.081
H: 1.729 -2.954 0.996
H: 2.858 -2.673 2.306
H: 4.601 -1.937 0.750
H: 3.958 -3.459 0.195
H: 4.234 -1.786 -1.658
H: 2.607 -2.415 -1.504
H: 3.574 1.642 -0.414
H: 4.645 0.705 -1.444
H: 4.572 0.345 0.252
H: 1.559 -0.592 -2.697
H: 3.123 0.136 -2.995
H: 1.855 1.090 -2.231
H: 0.389 0.163 2.506
H: 0.974 -1.269 3.354
H: -0.048 -1.460 1.956

Forces on atoms 1 to 2 (eV/Å):
N 0.0 0.9 -0.2
B -0.1 0.0 0.2

LUMO energy in eV: -7.0
ΔE to the lowest compared entry with this formula, charge and spin in eV: 0.000
HOMO in eV: -12.4
HOMO-LUMO gap in eV: 5.5
Charge: +1

Löwdin atomic charge list, values in e, 6 entries: 0.180, -0.589, 0.150, -0.213, -0.157, -0.179